Below is C48H47AuO2Sb3 as an isolated structure, with properties calculated with ωB97M-V with the def2-TZVPD basis set.

Geometry as XYZ:
```
101
Properties=species:S:1:pos:R:3:forces:R:3
Au -0.606034 -0.089991 0.378285 0.077 -0.066 0.033
Sb -2.060965 1.247690 2.038163 0.000 -0.055 -0.013
Sb 0.224638 -2.258404 1.580397 -0.033 0.115 0.026
Sb 0.454601 -1.056763 -3.694167 -0.028 -0.058 0.060
O 1.928149 0.741902 -2.125152 0.001 0.019 -0.061
O 0.557090 0.334208 -2.261765 -0.016 0.011 0.011
C 2.817271 -2.398557 -1.753019 0.024 -0.027 -0.019
C -1.929283 -1.443960 3.696095 -0.022 0.036 -0.037
C 2.661523 -5.857381 1.175588 -0.011 0.010 0.020
C 0.770893 3.455704 5.340031 0.003 -0.002 -0.020
C 0.902805 -4.213360 1.170491 -0.009 -0.024 -0.016
C 0.085925 -5.280191 -3.487774 0.016 -0.012 0.009
C 1.169709 -5.688038 -2.720590 -0.022 0.014 -0.025
C 0.780911 -3.020804 -3.142630 0.042 0.057 -0.025
C 0.420908 -6.492883 0.564472 0.009 0.010 -0.008
C 1.976437 -0.247862 3.034600 0.000 0.004 0.002
C -0.995218 1.906278 4.827915 -0.015 -0.001 0.001
C -5.608590 3.180212 0.422621 0.011 -0.003 -0.002
C -2.593784 -0.966631 -2.609849 -0.017 0.045 -0.049
C 2.954230 -0.161346 -5.491365 0.064 0.042 -0.040
C -0.853604 2.195145 3.474023 0.049 -0.002 -0.042
C 2.239000 -4.549061 1.377170 -0.012 0.009 -0.046
C 2.396542 1.050032 -3.412348 -0.002 0.032 0.023
C -1.144347 -0.288713 -6.103545 -0.013 -0.048 0.028
C -3.905146 3.579605 2.589401 -0.012 0.001 -0.037
C 2.974519 -0.513118 5.203534 -0.016 -0.006 -0.013
C 1.753229 -6.827463 0.772262 -0.014 -0.005 0.019
C 2.738541 -1.176055 -6.574476 0.015 -0.005 0.019
C -2.491901 -0.700672 -4.087622 0.024 0.029 0.001
C -2.900443 -0.388833 3.137539 0.013 -0.038 0.045
C 2.157895 -0.013970 -4.401937 -0.008 -0.006 0.011
C 4.459029 1.614670 -4.562227 -0.025 -0.007 0.012
C -0.005834 -5.186335 0.760514 0.027 -0.010 -0.010
C 1.789128 -2.351277 4.201549 0.013 -0.004 -0.033
C 1.520252 -1.562633 3.083135 -0.032 0.015 0.018
C -5.848644 4.210957 1.321662 0.000 0.004 0.011
C -2.295124 -0.044278 -6.830451 -0.031 0.006 0.016
C -4.514520 2.347021 0.601030 0.009 0.007 0.007
C 2.702708 0.276165 4.095614 -0.006 -0.013 0.009
C 3.678185 1.742660 -3.442831 0.018 -0.021 -0.030
C -0.116714 -3.929312 -3.709259 -0.001 0.009 0.033
C 0.108554 3.112113 3.054281 -0.013 0.010 0.028
C -4.999427 4.412657 2.400393 0.000 -0.013 -0.009
C 4.099213 0.697510 -5.552161 -0.037 -0.018 0.007
C -3.626074 -0.445730 -4.851013 0.002 0.002 -0.003
C 2.520988 -1.825879 5.256286 0.001 0.005 -0.012
C -3.530843 -0.128761 -6.199074 0.021 -0.002 -0.004
C -0.179574 2.536245 5.758797 -0.005 0.001 -0.007
C -1.265083 -0.622083 -4.753335 0.003 0.020 -0.009
C -1.536892 -2.602312 2.762169 0.017 0.025 0.010
C -3.668146 2.546048 1.687497 -0.005 0.033 0.061
C 2.046453 -4.764279 -2.164114 0.002 0.023 -0.010
C 0.913744 3.746495 3.988957 -0.006 -0.014 -0.002
C 1.877657 -3.400519 -2.359825 -0.019 -0.030 0.006
H -0.295803 2.315353 6.811251 0.001 -0.002 0.006
H 2.280575 -1.659751 -1.153839 -0.015 0.012 0.029
H -1.035287 -0.968679 4.112333 0.001 -0.005 -0.006
H 1.337683 -6.742877 -2.550450 -0.002 -0.008 0.005
H 1.646881 4.473756 3.666014 0.005 0.004 -0.001
H 1.892892 -1.830583 -6.357839 0.013 0.004 0.007
H -2.357021 -2.869564 2.093838 -0.006 -0.011 0.006
H 3.389175 -1.870811 -2.524781 -0.005 0.004 -0.012
H 2.949117 -3.803732 1.717584 0.000 0.007 0.032
H -3.651811 -0.843896 2.489114 0.000 -0.004 -0.004
H 3.046113 1.301329 4.059089 0.009 0.008 0.003
H -6.701811 4.860497 1.180417 -0.003 0.001 -0.003
H 2.732680 -2.438372 6.122343 -0.001 -0.003 0.005
H -3.243824 3.744792 3.431872 0.000 -0.005 0.005
H -2.483144 -0.036276 -2.044142 -0.005 0.001 -0.008
H 3.625254 -1.799339 -6.696888 -0.002 -0.003 -0.005
H 1.430064 -3.372925 4.260345 0.009 -0.011 -0.009
H 3.926970 2.413726 -2.628349 -0.002 0.011 0.006
H 1.788273 1.905882 -3.846811 -0.001 -0.017 0.016
H -4.327899 1.546190 -0.106662 -0.005 -0.009 -0.004
H -3.450287 0.078560 3.956665 0.000 0.003 -0.004
H 0.224717 3.348327 2.001944 -0.002 -0.003 -0.002
H -2.432856 -1.899820 4.551906 -0.004 -0.004 0.005
H 1.759912 0.381213 2.176797 -0.009 -0.008 -0.001
H 2.079686 -7.850766 0.641203 0.004 -0.005 -0.004
H 2.553945 -0.684165 -7.531096 -0.003 0.010 0.000
H 3.538381 -0.105628 6.031757 0.008 -0.001 0.005
H -0.592222 -6.005346 -3.915222 -0.001 -0.008 -0.004
H 3.540883 -2.889394 -1.104832 -0.011 0.004 -0.008
H -0.289308 -7.253773 0.267911 -0.009 -0.005 0.007
H -1.740487 1.200087 5.173626 -0.004 0.004 0.001
H -3.560086 -1.396403 -2.352443 0.001 -0.008 0.002
H -4.599281 -0.493538 -4.379557 -0.010 -0.001 -0.002
H -1.052082 -4.942009 0.610484 -0.004 -0.006 0.007
H -2.231295 0.206157 -7.879869 -0.003 0.005 -0.009
H -1.834665 -1.671797 -2.251543 0.045 -0.066 0.009
H -4.433263 0.059108 -6.764878 -0.007 0.000 -0.005
H -1.298438 -3.488446 3.352923 -0.008 -0.003 -0.003
H 4.749760 0.604495 -6.417067 0.004 -0.009 -0.005
H -0.954254 -3.597849 -4.313105 -0.013 0.010 -0.005
H -5.188985 5.217483 3.097419 -0.001 0.005 0.004
H 1.396849 3.953296 6.068540 0.002 0.006 0.003
H -6.274553 3.028028 -0.415988 -0.007 -0.001 -0.004
H -0.177493 -0.231087 -6.590050 -0.002 0.004 0.002
H 5.366264 2.193331 -4.668748 0.010 -0.001 -0.006
H 3.694674 -6.123865 1.356447 0.009 -0.002 0.006
H 2.872179 -5.110183 -1.556328 -0.006 0.002 -0.001
```
Forces are in eV/Å.

Multiplicity = 1
Total charge = +3
Energy above the lowest of the compared OMol25 structures with the same formula, charge and spin = 39.8 kcal per mole
Energy = -77907.6438 eV
Maximum force = 0.12 eV Å⁻¹
HOMO energy = -14.5 eV
HOMO-LUMO gap = 3.8 eV

=====

Below is C48H48Cl3CsN12O5 as an isolated structure, with properties calculated with ωB97M-V with the def2-TZVPD basis set.

Geometry as XYZ:
```
117
Properties=species:S:1:pos:R:3:forces:R:3
Cs -0.431589 -0.160933 -0.452697 -0.793 -0.957 1.388
Cl -7.810613 -0.680671 2.009758 -0.060 -0.010 0.101
Cl 7.060826 -0.680162 -5.073662 0.141 0.130 -0.049
Cl -5.395009 0.761891 -2.548783 0.005 -0.014 -0.052
O 0.829743 -6.042219 -2.921128 0.029 -0.161 -0.008
O 1.685149 0.737170 -1.171128 2.245 1.094 -0.704
O 2.271115 -1.229243 -2.087291 -0.092 -0.307 0.092
O 0.603850 -3.086411 0.834091 1.305 -0.665 0.212
O -2.894036 -0.171699 -1.195907 -1.156 0.026 -0.697
N -0.898377 -2.691824 -3.627206 -0.131 0.081 0.068
N 2.715908 0.714569 -3.192127 -0.124 -0.353 0.052
N -0.136795 -3.989893 -5.296767 -0.144 -0.159 -0.176
N 2.834782 -1.834321 2.081522 0.414 -0.913 -0.005
N 2.195162 -0.859050 2.722641 0.094 0.509 -0.032
N 2.670199 0.041845 -4.459212 0.074 0.176 0.004
N 0.420630 1.129488 3.783729 -0.688 0.347 -0.491
N -0.922998 4.422976 1.943337 0.126 0.152 -0.160
N 0.803058 -3.855518 -4.340830 0.066 0.400 0.057
N -2.454350 0.155392 -4.019667 0.032 0.011 -0.017
N -2.690421 -1.000006 1.390901 0.119 -0.133 0.218
N -1.010386 3.531694 2.940941 -0.110 -0.258 -0.183
C 6.656833 -3.331848 -4.770949 0.011 0.027 -0.025
C 3.060753 -5.608205 -2.290385 0.049 0.081 -0.229
C 0.546702 -0.073311 4.378279 0.038 -0.382 0.281
C 4.591975 -5.496682 -2.421632 -0.142 -0.014 0.075
C 1.342911 -1.120243 3.829305 -0.203 0.107 0.353
C 2.168837 0.020173 -2.065659 0.624 0.457 -0.545
C -2.570744 -1.381431 2.637831 0.148 -0.006 -0.053
C -3.908355 -0.726645 0.888828 -0.345 0.102 0.055
C 3.654877 -1.254362 1.212976 -0.220 -0.211 0.381
C -2.290493 0.417567 -5.136528 0.028 -0.010 -0.022
C 0.639916 -4.080000 6.129369 -0.071 0.099 -0.120
C 1.629925 -3.574988 0.976413 -1.608 0.188 -0.545
C -6.323811 -0.511806 1.099545 -0.208 0.129 -0.268
C 1.317063 2.415928 5.622912 -0.118 0.136 0.121
C 4.940237 -3.001295 -2.619035 -0.079 0.015 -0.059
C 2.113594 -5.822046 -3.500126 0.205 0.121 -0.010
C 1.512956 6.176173 6.206478 -0.008 -0.125 -0.145
C -3.670235 -1.546278 3.495936 -0.191 0.012 0.034
C -2.050265 4.296444 1.259846 -0.021 0.008 0.154
C 3.566080 0.129173 1.312365 0.000 0.318 0.058
C -0.050439 3.509832 3.986088 0.236 -0.061 0.388
C 0.631872 -2.692146 5.540092 -0.043 0.016 0.098
C 5.183419 -4.285767 -3.101422 0.074 -0.024 0.024
C -1.137359 -3.272379 -4.826244 0.136 -0.047 0.057
C 2.068265 -4.545005 -4.423882 -0.118 -0.287 0.235
C -4.923679 -1.291332 3.011868 0.066 -0.044 0.030
C 2.537924 -8.313916 -3.399841 -0.011 0.094 -0.041
C 3.601653 -7.033079 -5.253921 -0.018 0.161 0.127
C -0.131914 -1.673596 6.110662 0.072 -0.074 0.024
C -2.891170 3.329890 1.836276 -0.020 -0.138 -0.035
C 6.065312 -4.431754 -4.166720 -0.043 -0.003 -0.048
C 5.536833 -1.892125 -3.198104 -0.117 0.061 -0.043
C -5.234323 0.105815 -0.942162 0.230 0.025 -0.026
C -3.943163 -0.252738 -0.494697 -0.607 0.029 -0.153
C 1.371243 -2.383384 4.409240 -0.009 -0.053 -0.164
C 1.619507 3.640941 6.180916 0.009 -0.054 0.064
C 0.330811 -3.071932 -3.355461 -0.023 -0.089 -0.034
C -6.390296 -0.022410 -0.179009 0.045 -0.150 0.339
C 0.287088 4.728682 4.548327 0.027 -0.056 0.133
C 1.146791 -7.369545 -5.228459 0.040 0.047 0.079
C 2.621111 0.342641 2.289096 0.433 0.908 -0.187
C 6.374884 -2.065697 -4.288739 -0.090 -0.153 0.131
C 2.374600 -7.110840 -4.338807 -0.140 -0.216 -0.027
C -5.086785 -0.855705 1.678770 0.249 0.040 -0.090
C -2.175491 2.848773 2.908016 -0.102 0.078 -0.064
C 0.503528 2.284813 4.463932 0.393 -0.028 0.037
C -0.162301 -0.411064 5.559193 0.075 -0.023 -0.143
C 1.138825 4.828493 5.641713 -0.067 0.201 0.005
H 2.188942 -4.807327 -5.470549 0.047 0.060 0.026
H 4.958365 -5.487115 -1.390218 0.027 -0.073 -0.009
H -3.874696 3.033971 1.520224 -0.036 -0.133 -0.072
H 2.867625 -0.923062 -4.209944 0.101 -0.057 -0.055
H 1.703995 0.030615 -4.788064 -0.053 -0.094 0.095
H -2.221513 4.899889 0.382842 0.034 0.016 -0.004
H -5.800051 -1.407769 3.636058 0.013 0.013 0.017
H -0.181469 -4.676986 5.721955 0.030 -0.081 0.046
H -2.413242 2.099299 3.643044 0.097 -0.037 0.014
H 2.501746 -9.239814 -3.978427 0.029 -0.002 -0.009
H 2.259139 3.680547 7.058748 0.032 -0.023 -0.013
H 5.321604 -0.901957 -2.816149 -0.063 0.009 -0.082
H 2.859278 -3.857026 -4.137981 0.039 0.102 -0.028
H 6.295532 -5.422177 -4.543587 -0.014 0.001 0.009
H 3.510871 -6.242224 -5.999028 0.036 -0.024 -0.038
H 2.871042 -6.439289 -1.609203 -0.087 0.074 0.035
H 0.911059 -2.759367 -2.501880 0.197 0.045 0.035
H -0.755357 0.371554 6.018795 -0.021 -0.007 -0.025
H 2.364332 1.656330 -3.259965 0.020 0.032 -0.004
H -3.517480 -1.861102 4.520116 0.037 -0.002 -0.009
H 1.733955 1.512325 6.052944 0.020 0.028 -0.049
H 0.519124 -4.044283 7.213724 0.003 -0.028 0.009
H 7.329682 -3.456505 -5.608800 -0.017 0.023 -0.015
H 4.523754 -6.869320 -4.700980 0.005 -0.011 -0.053
H 4.085283 0.873111 0.735722 -0.064 0.048 -0.027
H 1.948090 6.074612 7.202091 -0.006 0.032 0.012
H 1.572683 -4.599514 5.905896 0.000 -0.020 -0.003
H 0.613607 -5.300606 -2.344395 -0.035 0.008 0.002
H 2.248420 1.254223 2.716764 -0.101 -0.068 -0.086
H 2.698429 -4.704837 -1.785047 0.021 0.004 0.055
H 3.697872 -7.981648 -5.786214 -0.005 0.001 -0.022
H 3.490125 -8.287571 -2.865651 -0.007 -0.015 0.018
H 4.999709 -6.396743 -2.882039 0.022 -0.020 0.079
H -0.144543 5.624231 4.115353 -0.032 -0.027 -0.031
H 0.278155 -7.600925 -4.616224 -0.045 0.012 -0.046
H 1.724356 -8.330208 -2.675307 0.025 -0.053 0.034
H -7.343093 0.265926 -0.601062 -0.004 -0.009 -0.017
H -1.560280 -1.562252 2.993389 -0.002 -0.015 0.068
H 4.264234 -1.858674 0.561428 -0.047 -0.065 -0.046
H 4.244198 -2.833229 -1.806169 -0.021 0.002 0.041
H 0.639554 6.828639 6.275043 0.025 0.041 0.049
H -2.064956 -3.150971 -5.360356 0.018 -0.013 -0.057
H -2.637865 -0.053897 -3.031473 -0.154 0.030 0.288
H 1.344042 -8.214261 -5.892918 0.039 -0.007 -0.001
H 1.999393 -3.138239 3.951104 0.032 0.035 0.000
H 2.246344 6.677586 5.567475 0.018 0.060 0.062
H -0.705348 -1.881802 7.009697 -0.016 0.027 0.002
H 0.901470 -6.499611 -5.839125 -0.054 -0.023 -0.021
```
Forces are in eV/Å.

Multiplicity = 1
Total charge = -2
Energy above the lowest of the compared OMol25 structures with the same formula, charge and spin = 0.0 kcal per mole
Energy = -116791.0388 eV
Maximum force = 2.59 eV Å⁻¹
HOMO energy = -1.9 eV
HOMO-LUMO gap = 5.4 eV

=====

> Number 2 is which compound?

C48H48Cl3CsN12O5

=====

> total charge of number 1 (C48H47AuO2Sb3)?

+3

=====

> Which of these has the highest maximum force?

C48H48Cl3CsN12O5

=====

> The lowest energy belongs to which entry?

C48H48Cl3CsN12O5